No. 1
Here is a structure of composition C45H40AuN5Sb2Se from OMol25. Energies are from ωB97M-V with the def2-TZVPD basis set.

```
94
Properties=species:S:1:pos:R:3
Au -0.53453 0.10029 -0.81087
C -1.38561 -2.77111 2.06084
C -0.91492 -1.82105 3.16315
C 0.53202 -1.40405 2.88750
Sb 1.19492 0.15607 4.17071
C 0.58664 2.09271 3.87625
C 0.70129 2.68446 2.61517
C 0.37963 4.02243 2.47397
C -0.03391 4.75937 3.57782
C -0.12011 4.17219 4.83277
C 0.20696 2.83426 4.99620
C 0.58239 -0.46195 6.05918
C 1.41586 -1.30632 6.79120
C 0.99553 -1.77978 8.02566
C -0.24714 -1.41402 8.52246
C -1.07947 -0.57750 7.79045
C -0.66683 -0.09346 6.55854
Sb -1.99801 -1.86664 0.22175
C -3.77924 -0.92640 0.87313
C -4.43987 -1.27507 2.04674
C -5.58366 -0.59103 2.43722
C -6.08328 0.43632 1.64779
C -5.44068 0.77870 0.46667
C -4.28908 0.10492 0.08716
C -2.77281 -3.61793 -0.65514
C -3.97269 -3.57540 -1.35503
C -4.47360 -4.73126 -1.94069
C -3.78394 -5.92858 -1.82184
C -2.58822 -5.97553 -1.11660
C -2.07882 -4.82022 -0.54073
H -2.23800 -3.36871 2.38920
H -0.59316 -3.48455 1.82395
H -0.94604 -2.35112 4.11824
H -1.58798 -0.96489 3.27322
H 0.72653 -1.12149 1.85484
H 1.23160 -2.19289 3.17062
H 1.01074 2.10802 1.75095
H 0.45468 4.49413 1.50284
H -0.27779 5.80716 3.46190
H -0.42808 4.75683 5.68873
H 0.16654 2.38597 5.98130
H 2.39049 -1.59664 6.41755
H 1.64102 -2.43033 8.59945
H -0.56956 -1.78026 9.48759
H -2.04910 -0.29897 8.18017
H -1.32505 0.55776 5.99394
H -4.08020 -2.08774 2.66766
H -6.09405 -0.86895 3.34998
H -6.97997 0.96158 1.94808
H -5.83780 1.57062 -0.15531
H -3.77891 0.39614 -0.82682
H -4.53167 -2.65015 -1.44131
H -5.40859 -4.69693 -2.48363
H -4.18083 -6.82804 -2.27267
H -2.05394 -6.91094 -1.01450
H -1.13969 -4.87210 -0.00181
C -1.21003 4.42702 -4.03973
C -0.02390 4.13159 -3.37819
C -0.04892 3.39731 -2.20353
C -1.26830 2.99552 -1.65742
C -2.45854 3.29922 -2.31577
C -2.42092 3.99873 -3.51211
N -1.24200 2.24702 -0.46051
C -2.00757 2.64929 0.57678
C -2.62018 3.93028 0.64133
C -3.38176 4.28162 1.73288
C -3.55960 3.38954 2.79141
C -2.93599 2.14282 2.76492
C -2.15804 1.78470 1.69105
H -1.19052 4.99001 -4.96249
H 0.92117 4.47175 -3.78059
H 0.86694 3.15096 -1.67930
H -3.40108 2.95994 -1.90412
H -3.34420 4.21754 -4.03141
H -2.46258 4.64298 -0.15571
H -3.83953 5.26080 1.77208
H -4.17181 3.67105 3.63739
H -3.07492 1.45286 3.58844
H -1.65672 0.82718 1.65315
N 2.77835 0.08729 -0.66203
C 1.80045 0.33001 -0.09138
H 3.62682 -0.12475 -1.15081
Se -0.61727 -4.30834 -3.48751
N -0.53971 -3.51336 -5.06429
C -0.35846 -2.22648 -4.82641
C -0.25290 -1.21819 -5.83268
C -0.07386 0.05645 -5.41276
C -0.01038 0.34703 -4.01280
N -0.09480 -0.53527 -3.05581
C -0.26355 -1.84730 -3.44452
N -0.36346 -2.81932 -2.56157
H -0.32228 -1.49068 -6.87654
H 0.01150 0.87710 -6.11031
H 0.10827 1.38109 -3.71019
```

Values from the calculation:
2S+1 ... 3
LUMO energy (spin up / spin down) ... -5.3 / -7.7 eV
Kohn-Sham gap (spin up / spin down) ... 7.18 / 5.06 eV
Charge ... +2
Relative energy (zero: lowest compared OMol25 entry of this formula, charge and spin) ... 0.006 eV

Computed Löwdin charges, given in elementary charges: atom 1 (Au): 0.48, atom 2 (C): -0.36, atom 3 (C): -0.35, atom 4 (C): -0.36, atom 5 (Sb): 1.75, atom 6 (C): -0.42, atom 7 (C): -0.14, atom 8 (C): -0.06, atom 9 (C): -0.04, atom 10 (C): -0.05, atom 11 (C): -0.12, atom 12 (C): -0.41, atom 13 (C): -0.12, atom 14 (C): -0.06, atom 15 (C): -0.05, atom 16 (C): -0.06, atom 17 (C): -0.13, atom 18 (Sb): 1.48, atom 19 (C): -0.40, atom 20 (C): -0.12, atom 21 (C): -0.07, atom 22 (C): -0.07, atom 23 (C): -0.07, atom 24 (C): -0.17, atom 25 (C): -0.41, atom 26 (C): -0.12, atom 27 (C): -0.06, atom 28 (C): -0.07, atom 29 (C): -0.11, atom 30 (C): -0.19, atom 31 (H): 0.07, atom 32 (H): 0.06, atom 33 (H): 0.11, atom 34 (H): 0.08, atom 35 (H): 0.00, atom 36 (H): 0.07, atom 37 (H): 0.06, atom 38 (H): 0.12, atom 39 (H): 0.12, atom 40 (H): 0.12, atom 41 (H): 0.10, atom 42 (H): 0.10, atom 43 (H): 0.12, atom 44 (H): 0.12, atom 45 (H): 0.12, atom 46 (H): 0.10, atom 47 (H): 0.10, atom 48 (H): 0.11, atom 49 (H): 0.11, atom 50 (H): 0.11, atom 51 (H): 0.08, atom 52 (H): 0.10, atom 53 (H): 0.11, atom 54 (H): 0.11, atom 55 (H): 0.11, atom 56 (H): 0.10, atom 57 (C): -0.07, atom 58 (C): -0.08, atom 59 (C): -0.06, atom 60 (C): -0.32, atom 61 (C): -0.03, atom 62 (C): -0.05, atom 63 (N): 0.05, atom 64 (C): -0.30, atom 65 (C): 0.00, atom 66 (C): -0.05, atom 67 (C): -0.04, atom 68 (C): -0.07, atom 69 (C): -0.06, atom 70 (H): 0.11, atom 71 (H): 0.11, atom 72 (H): 0.11, atom 73 (H): 0.12, atom 74 (H): 0.12, atom 75 (H): 0.12, atom 76 (H): 0.12, atom 77 (H): 0.12, atom 78 (H): 0.11, atom 79 (H): 0.05, atom 80 (N): 0.14, atom 81 (C): -0.10, atom 82 (H): 0.10, atom 83 (Se): 1.21, atom 84 (N): -0.21, atom 85 (C): -0.39, atom 86 (C): 0.03, atom 87 (C): -0.02, atom 88 (C): -0.10, atom 89 (N): 0.02, atom 90 (C): -0.47, atom 91 (N): -0.24, atom 92 (H): 0.13, atom 93 (H): 0.11, atom 94 (H): 0.09

No. 2
Here is a structure of composition C45H41BCl2F2IrN3P2 in a non-equilibrium geometry from OMol25. Energies are from ωB97M-V with the def2-TZVPD basis set.

```
97
Properties=species:S:1:pos:R:3
Ir -0.18669 0.16403 -0.17402
C 2.21785 -2.37667 -2.94673
N 1.47341 -1.79908 -1.83582
P -0.22715 -1.98351 -1.70056
C -0.87070 -1.64096 -3.37446
C -1.04607 -0.29370 -3.67656
C -1.63544 0.08799 -4.86556
C -2.06901 -0.88126 -5.75693
C -1.88530 -2.22294 -5.46734
C -1.28004 -2.60778 -4.28404
C -0.42709 -3.77965 -1.51409
C 0.63267 -4.58103 -1.10452
C 0.48580 -5.95285 -1.04262
C -0.73519 -6.53442 -1.34315
C -1.81816 -5.73085 -1.66818
C -1.67402 -4.35902 -1.74377
P 2.08569 -0.64120 -0.72612
C 3.07202 -1.57278 0.49528
C 3.30170 -0.93006 1.70955
C 3.98695 -1.57514 2.72168
C 4.43972 -2.87099 2.53280
C 4.23276 -3.50319 1.31806
C 3.56536 -2.85629 0.29471
C 3.38288 0.15282 -1.72942
C 2.98814 0.79715 -2.89940
C 3.93603 1.36623 -3.72676
C 5.27863 1.30453 -3.38481
C 5.67296 0.68640 -2.21057
C 4.72720 0.11328 -1.37913
H 1.94885 -3.42499 -3.07099
H 3.28982 -2.30353 -2.76593
H 1.99780 -1.86335 -3.88503
H -0.75633 0.44952 -2.93895
H -1.78632 1.13445 -5.08339
H -2.56657 -0.58721 -6.66711
H -2.22558 -2.97713 -6.15906
H -1.15003 -3.65426 -4.05534
H 1.56882 -4.12706 -0.82631
H 1.32808 -6.56714 -0.76353
H -0.84656 -7.60697 -1.31233
H -2.78023 -6.17475 -1.86899
H -2.51697 -3.72651 -1.98612
H 2.93868 0.07900 1.85518
H 4.15610 -1.07117 3.66029
H 4.95862 -3.38799 3.32488
H 4.59573 -4.50621 1.16315
H 3.43787 -3.36078 -0.65117
H 1.93740 0.83704 -3.15700
H 3.63157 1.85078 -4.64204
H 6.01765 1.73737 -4.03920
H 6.71856 0.64103 -1.94735
H 5.03596 -0.37377 -0.46614
F 0.20018 -2.11465 1.45415
B -0.49438 -0.99012 1.76084
F -1.74714 -1.24321 2.14626
C -1.99183 0.95295 0.15793
C -2.95385 1.54584 0.65704
C -3.99048 2.29868 1.18916
C -4.95760 1.67424 2.04899
C -5.75777 2.38936 2.95993
C -6.64086 1.73486 3.79038
C -6.74962 0.35244 3.76097
C -5.95773 -0.37416 2.88036
C -5.08000 0.26908 2.03714
C -3.97634 3.70428 0.83962
C -5.16021 4.45196 0.76223
C -5.12438 5.78727 0.41345
C -3.92221 6.40521 0.09983
C -2.74790 5.66694 0.13333
C -2.76882 4.33730 0.49575
H -5.65228 3.45761 3.05459
H -7.25044 2.30376 4.47253
H -7.44101 -0.14825 4.41982
H -6.03445 -1.45263 2.85177
H -4.46466 -0.30415 1.35652
H -6.11285 3.97587 0.94416
H -6.04682 6.34723 0.36655
H -3.90416 7.44950 -0.17382
H -1.80811 6.13057 -0.13016
H -1.84990 3.77142 0.54829
Cl 0.38467 0.27059 2.66897
C 2.77234 2.26578 4.08558
Cl 2.18793 3.14616 2.79010
H 3.83066 2.12955 4.17052
H 2.08364 1.96267 4.84652
C 2.66312 5.13980 -1.07463
N 1.62421 4.15544 -1.19729
C 0.45741 4.30574 -1.88507
C -0.21387 3.12517 -1.76803
N 0.53172 2.26024 -1.02170
C 1.63120 2.91368 -0.69347
H 2.23754 6.13420 -1.19965
H 3.42105 4.98299 -1.84493
H 3.13202 5.06930 -0.09434
H 0.19938 5.21226 -2.39299
H -1.17743 2.85249 -2.14393
H 2.43072 2.52457 -0.09500
```

Values from the calculation:
2S+1 ... 2
LUMO energy ... -4.1 eV
Kohn-Sham gap ... 6.07 eV
Charge ... +1

Computed Löwdin charges, given in elementary charges: atom 1 (Ir): 0.69, atom 2 (C): -0.13, atom 3 (N): -0.50, atom 4 (P): 1.00, atom 5 (C): -0.34, atom 6 (C): -0.12, atom 7 (C): -0.07, atom 8 (C): -0.07, atom 9 (C): -0.06, atom 10 (C): -0.08, atom 11 (C): -0.33, atom 12 (C): -0.08, atom 13 (C): -0.06, atom 14 (C): -0.06, atom 15 (C): -0.07, atom 16 (C): -0.10, atom 17 (P): 0.93, atom 18 (C): -0.36, atom 19 (C): -0.13, atom 20 (C): -0.06, atom 21 (C): -0.06, atom 22 (C): -0.06, atom 23 (C): -0.09, atom 24 (C): -0.35, atom 25 (C): -0.11, atom 26 (C): -0.07, atom 27 (C): -0.07, atom 28 (C): -0.06, atom 29 (C): -0.07, atom 30 (H): 0.08, atom 31 (H): 0.08, atom 32 (H): 0.08, atom 33 (H): 0.05, atom 34 (H): 0.11, atom 35 (H): 0.11, atom 36 (H): 0.11, atom 37 (H): 0.10, atom 38 (H): 0.07, atom 39 (H): 0.11, atom 40 (H): 0.11, atom 41 (H): 0.11, atom 42 (H): 0.11, atom 43 (H): 0.05, atom 44 (H): 0.11, atom 45 (H): 0.11, atom 46 (H): 0.11, atom 47 (H): 0.09, atom 48 (H): 0.10, atom 49 (H): 0.11, atom 50 (H): 0.11, atom 51 (H): 0.11, atom 52 (H): 0.10, atom 53 (F): 0.06, atom 54 (B): -1.45, atom 55 (F): 0.12, atom 56 (C): -0.11, atom 57 (C): -0.08, atom 58 (C): -0.08, atom 59 (C): -0.16, atom 60 (C): -0.01, atom 61 (C): -0.06, atom 62 (C): -0.05, atom 63 (C): -0.05, atom 64 (C): 0.01, atom 65 (C): -0.16, atom 66 (C): -0.02, atom 67 (C): -0.06, atom 68 (C): -0.06, atom 69 (C): -0.06, atom 70 (C): -0.01, atom 71 (H): 0.11, atom 72 (H): 0.11, atom 73 (H): 0.11, atom 74 (H): 0.11, atom 75 (H): 0.12, atom 76 (H): 0.12, atom 77 (H): 0.11, atom 78 (H): 0.11, atom 79 (H): 0.10, atom 80 (H): 0.10, atom 81 (Cl): 0.71, atom 82 (C): -0.52, atom 83 (Cl): 0.56, atom 84 (H): 0.00, atom 85 (H): 0.00, atom 86 (C): 0.00, atom 87 (N): -0.12, atom 88 (C): -0.05, atom 89 (C): -0.14, atom 90 (N): -0.04, atom 91 (C): -0.19, atom 92 (H): 0.10, atom 93 (H): 0.10, atom 94 (H): 0.09, atom 95 (H): 0.12, atom 96 (H): 0.10, atom 97 (H): 0.11

No. 3
Here is a structure of composition C45H41BrKN7O7 from OMol25. Energies are from ωB97M-V with the def2-TZVPD basis set.

```
102
Properties=species:S:1:pos:R:3
K -1.17374 0.86116 0.70001
O 3.02217 -3.46875 1.52303
C 3.42369 -2.28540 2.10699
C 3.72996 -2.23065 3.46222
C 4.08566 -1.02164 4.04450
C 4.15495 0.12456 3.26658
C 3.88861 0.04191 1.90600
C 3.51900 -1.15261 1.30726
C 3.15171 -1.14424 -0.18430
O 3.54001 -0.08896 -0.87233
N 1.62812 -1.29320 -0.12158
N 0.89062 -1.17317 -1.21439
C 1.46284 -1.33139 -2.35765
C 0.71529 -1.16761 -3.58734
Br -1.12994 -1.69424 -3.50797
C 1.18145 -0.73779 -4.76492
C 2.52585 -0.21504 -5.06531
C 3.47203 0.18739 -4.11148
C 4.70622 0.67432 -4.51944
C 5.02854 0.78969 -5.86449
C 4.09343 0.41023 -6.81818
C 2.86282 -0.08332 -6.41849
H 2.88761 -4.11279 2.22482
H 3.66463 -3.13423 4.06356
H 4.27806 -0.97008 5.10897
H 4.38377 1.07866 3.72532
H 3.93808 0.90558 1.25359
H 3.48232 -2.12291 -0.60621
H 1.17356 -0.90880 0.69739
H 2.52297 -1.52784 -2.45369
H 0.50772 -0.77044 -5.61313
H 3.28512 0.14095 -3.04157
H 5.41846 0.96752 -3.75734
H 5.99509 1.17503 -6.16711
H 4.32134 0.49937 -7.87409
H 2.13524 -0.37742 -7.16741
C -2.41394 5.23578 -1.58380
C -1.83012 3.87671 -1.30162
N -2.47925 2.92198 -0.74335
N -3.77414 3.18188 -0.39257
C -4.37259 2.10930 0.12638
O -3.92453 0.95873 0.30885
C -5.80942 2.37698 0.53849
C -6.52744 1.35121 1.14388
C -7.84606 1.54120 1.53485
C -8.46599 2.76520 1.32225
C -7.75496 3.79574 0.71853
C -6.43679 3.60329 0.33065
C -0.41795 3.61733 -1.69690
C 0.28235 4.55786 -2.45459
C 1.60184 4.30959 -2.80124
C 2.19731 3.13836 -2.37642
C 1.43200 2.24831 -1.62790
N 0.16202 2.47178 -1.30584
H -3.39317 5.29888 -1.11967
H -2.52328 5.40519 -2.65973
H -1.77010 6.02640 -1.18970
H -6.01907 0.40823 1.29923
H -8.39107 0.73260 2.00838
H -9.49545 2.91719 1.62637
H -8.23157 4.75511 0.55066
H -5.86754 4.39363 -0.13863
H -0.19892 5.47295 -2.76939
H 2.15462 5.03159 -3.39192
H 3.22549 2.89536 -2.60573
H 1.89481 1.33171 -1.26531
C 0.15279 -2.38550 4.33100
C 0.16234 -1.00086 3.68771
O -0.19541 -0.94055 2.51349
C 0.60621 0.13963 4.47611
C 1.20578 -0.08926 5.72956
C 1.74429 0.91105 6.50080
C 1.69056 2.23270 6.00513
C 1.10340 2.51456 4.80790
C 0.50010 1.49822 3.96756
O -0.07040 1.82152 2.90177
H -0.37715 -3.05722 3.65831
H -0.32865 -2.38679 5.30931
H 1.17757 -2.74213 4.45397
H 1.27253 -1.10736 6.09481
H 2.20997 0.69103 7.45348
H 2.12285 3.04009 6.59007
H 1.05493 3.52860 4.42807
O 0.62641 -4.76957 -2.28365
C 0.97180 -4.59917 -0.92119
N 0.21405 -5.48348 -0.05299
C -1.14997 -5.48723 0.03522
O -1.75992 -6.50784 0.32219
C -1.87982 -4.20823 -0.22719
C -3.06841 -4.27174 -0.94645
C -3.78721 -3.11331 -1.15673
C -3.30856 -1.92255 -0.61828
N -2.18586 -1.85545 0.09088
C -1.48356 -2.97211 0.27430
H 0.09368 -4.01017 -2.55576
H 0.85154 -3.56793 -0.60857
H 2.02095 -4.85868 -0.78988
H 0.57739 -6.42112 0.03539
H -3.40453 -5.23208 -1.31754
H -4.71215 -3.11895 -1.71913
H -3.83850 -0.98330 -0.73586
H -0.58941 -2.85872 0.88016
```

Values from the calculation:
LUMO energy ... 4.1 eV
Kohn-Sham gap ... 6.52 eV
Charge ... -2
Relative energy (zero: lowest compared OMol25 entry of this formula, charge and spin) ... 0.249 eV

Löwdin atomic charge list, values in e, 99 entries: atom 1 (K): 0.74, atom 2 (O): 0.03, atom 3 (C): -0.27, atom 4 (C): -0.06, atom 5 (C): -0.11, atom 6 (C): -0.09, atom 7 (C): -0.01, atom 8 (C): -0.10, atom 9 (C): -0.50, atom 10 (O): -0.22, atom 11 (N): 0.03, atom 12 (N): 0.03, atom 13 (C): -0.24, atom 14 (C): -0.60, atom 15 (Br): 0.78, atom 16 (C): -0.12, atom 17 (C): -0.20, atom 18 (C): -0.02, atom 19 (C): -0.08, atom 20 (C): -0.12, atom 21 (C): -0.12, atom 22 (C): -0.06, atom 23 (H): 0.09, atom 24 (H): 0.10, atom 25 (H): 0.09, atom 26 (H): 0.10, atom 27 (H): 0.11, atom 28 (H): 0.13, atom 29 (H): 0.09, atom 30 (H): 0.11, atom 31 (H): 0.08, atom 32 (H): 0.07, atom 33 (H): 0.11, atom 34 (H): 0.09, atom 35 (H): 0.09, atom 36 (H): 0.10, atom 37 (C): -0.06, atom 38 (C): -0.29, atom 39 (N): 0.02, atom 40 (N): 0.02, atom 41 (C): -0.50, atom 42 (O): -0.11, atom 43 (C): -0.13, atom 44 (C): -0.03, atom 45 (C): -0.10, atom 46 (C): -0.13, atom 47 (C): -0.11, atom 48 (C): -0.04, atom 49 (C): -0.23, atom 50 (C): -0.04, atom 51 (C): -0.09, atom 52 (C): -0.06, atom 53 (C): -0.11, atom 54 (N): 0.09, atom 55 (H): 0.04, atom 56 (H): 0.07, atom 57 (H): 0.07, atom 58 (H): 0.11, atom 59 (H): 0.09, atom 60 (H): 0.08, atom 61 (H): 0.09, atom 62 (H): 0.09, atom 63 (H): 0.09, atom 64 (H): 0.09, atom 65 (H): 0.10, atom 66 (H): 0.08, atom 67 (C): -0.02, atom 68 (C): -0.39, atom 69 (O): -0.05, atom 70 (C): -0.10, atom 71 (C): -0.09, atom 72 (C): -0.15, atom 73 (C): -0.13, atom 74 (C): -0.03, atom 75 (C): -0.40, atom 76 (O): -0.12, atom 77 (H): 0.07, atom 78 (H): 0.07, atom 79 (H): 0.06, atom 80 (H): 0.09, atom 81 (H): 0.07, atom 82 (H): 0.08, atom 83 (H): 0.10, atom 84 (O): -0.05, atom 85 (C): -0.25, atom 86 (N): 0.10, atom 87 (C): -0.45, atom 88 (O): 0.04, atom 89 (C): -0.13, atom 90 (C): -0.02, atom 91 (C): -0.07, atom 92 (C): -0.15, atom 93 (N): 0.07, atom 94 (C): -0.09, atom 95 (H): 0.02, atom 96 (H): 0.08, atom 97 (H): 0.12, atom 98 (H): 0.13, atom 99 (H): 0.12